No. 1
The following is a DFT calculation (the ωB97M-V functional and the def2-TZVPD basis) of a cluster of 2 separate species, C4H12N2O in total at a distorted geometry.

relative energy (zero: lowest compared OMol25 entry of this formula, charge and spin) = 285.6 kJ/mol
gap between HOMO and LUMO (spin up / spin down) = 7.9 / 5.9 eV
largest force on an atom = 4.203 eV Å⁻¹
2S+1 = 2
energy = -9359.4575 eV
total charge = +1
E_HOMO (spin up / spin down) = -13.583 / -13.583 eV

XYZ file:
```
19
Properties=species:S:1:pos:R:3:forces:R:3:mulliken_spin:R:1
C 2.127 -0.747 -1.348 1.55 -1.15 1.82 0.004
C 2.424 -0.224 0.103 1.49 0.15 -0.69 0.017
C 1.587 1.002 0.420 1.80 0.42 -0.06 -0.004
N 0.296 0.969 -0.296 -3.93 1.39 0.57 0.230
C -0.920 1.050 0.362 2.90 0.56 2.46 -0.102
N -1.805 2.011 0.117 0.78 -1.02 -0.84 0.860
H 1.119 -1.042 -1.292 -1.51 -0.27 -0.46 0.000
H 2.287 0.000 -2.096 0.17 0.42 -0.49 0.001
H 2.650 -1.699 -1.611 0.01 1.01 0.28 0.000
H 3.510 0.169 0.256 -1.69 -1.31 -0.16 0.000
H 2.105 -0.932 0.912 0.91 -0.02 -1.10 -0.002
H 1.571 0.895 1.509 -1.21 0.94 -0.11 0.000
H 2.146 1.983 0.172 -1.33 -1.41 0.13 0.005
H 0.234 1.404 -1.226 0.52 0.06 0.45 -0.013
H -0.941 0.436 1.346 -0.27 0.94 -1.58 0.022
H -1.931 2.741 0.845 -0.16 -0.69 -0.22 -0.017
H -4.806 -3.107 0.688 0.78 0.19 -0.04 0.000
H -5.913 -1.954 0.483 0.78 -2.86 0.48 0.000
O -5.740 -2.955 0.654 -1.58 2.66 -0.44 0.000
```
Forces are in eV/Å.



No. 2
The following is a DFT calculation (the ωB97M-V functional and the def2-TZVPD basis) of a cluster of 2 separate species, C4H12N2O2 in total at a distorted geometry.

relative energy (zero: lowest compared OMol25 entry of this formula, charge and spin) = 518.4 kJ/mol
gap between HOMO and LUMO = 9.8 eV
largest force on an atom = 2.981 eV Å⁻¹
energy = -11413.8439 eV
E_HOMO = -9.024 eV

XYZ file:
```
20
Properties=species:S:1:pos:R:3:forces:R:3:nbo_charge:R:1
C 1.355 -1.493 0.220 -0.05 -1.14 -2.37 -0.302
N 0.266 -1.462 -2.002 -0.97 -0.32 -0.27 -0.522
O 1.381 -1.096 -1.278 0.52 0.46 2.90 -0.423
H -0.549 -0.927 -1.652 0.53 -0.49 -0.15 0.354
H 0.105 -2.466 -1.889 0.01 0.24 0.03 0.314
H 2.086 -0.919 0.777 -0.02 0.39 -0.23 0.192
H 0.371 -1.537 0.705 0.10 0.55 -0.50 0.190
H 1.702 -2.525 0.152 0.13 -0.08 0.40 0.182
C 0.288 1.824 -0.661 0.48 -0.44 -0.11 -0.653
C -0.389 1.143 1.713 0.47 -0.76 0.00 -0.692
C -0.503 0.923 0.233 -1.74 0.46 -0.03 0.261
O -2.257 -0.511 0.521 0.45 0.24 0.25 -0.589
N -1.421 0.230 -0.341 0.30 0.28 0.09 -0.188
H -2.887 -0.928 -0.080 0.20 0.15 -0.03 0.479
H -0.040 1.740 -1.693 -0.13 0.03 -0.01 0.240
H 1.337 1.517 -0.646 0.00 0.18 0.08 0.235
H 0.208 2.859 -0.320 0.00 -0.09 -0.02 0.217
H -0.771 2.129 1.954 -0.02 0.21 0.02 0.235
H 0.671 1.098 2.009 -0.33 0.09 -0.02 0.225
H -0.954 0.402 2.277 0.07 0.05 -0.03 0.242
```
Forces are in eV/Å.



No. 3
The following is a DFT calculation (the ωB97M-V functional and the def2-TZVPD basis) of a cluster of 2 separate species, C4H12N2O2 in total at a distorted geometry.

relative energy (zero: lowest compared OMol25 entry of this formula, charge and spin) = 276.2 kJ/mol
gap between HOMO and LUMO = 9.9 eV
largest force on an atom = 5.362 eV Å⁻¹
energy = -11416.3545 eV
E_HOMO = -9.091 eV

XYZ file:
```
20
Properties=species:S:1:pos:R:3:forces:R:3:nbo_charge:R:1
N 0.552 -1.706 1.788 3.06 4.40 -0.22 -0.822
C -0.651 -1.285 1.133 -1.69 -0.77 1.22 -0.316
C -0.842 -1.425 -0.334 0.23 2.34 -1.94 0.655
N -1.725 -0.557 -1.023 -0.12 0.58 2.74 -0.634
C -2.368 0.643 -0.477 -2.00 -1.26 0.17 -0.230
C -1.696 2.008 -0.579 2.23 0.78 0.42 -0.669
O -0.158 -2.167 -0.968 0.79 -1.68 -1.03 -0.600
H 1.494 -1.197 1.544 -2.81 -0.71 0.29 0.358
H 0.839 -2.618 1.749 -0.12 -3.01 -0.48 0.370
H -0.905 -0.206 1.359 0.14 -1.52 0.64 0.200
H -1.372 -2.112 1.494 0.14 1.91 0.05 0.226
H -1.666 -0.479 -1.984 0.71 -0.78 -2.22 0.388
H -3.403 0.750 -0.941 1.14 -0.43 0.54 0.198
H -2.544 0.315 0.576 -0.20 1.01 -0.70 0.198
H -1.558 2.235 0.467 -0.44 1.06 0.50 0.221
H -0.567 1.974 -0.792 -1.67 -0.21 -0.65 0.225
H -2.196 2.890 -1.115 0.62 -1.71 0.67 0.230
H 5.838 3.981 0.392 0.10 -0.01 0.06 0.469
H 5.912 2.413 0.441 -1.19 1.88 -0.77 0.472
O 5.369 3.198 0.093 1.09 -1.87 0.71 -0.941
```
Forces are in eV/Å.



No. 4
The following is a DFT calculation (the ωB97M-V functional and the def2-TZVPD basis) of a cluster of 2 separate species, C4H12N2O2 in total at a distorted geometry.

relative energy (zero: lowest compared OMol25 entry of this formula, charge and spin) = 42.3 kJ/mol
gap between HOMO and LUMO = 10.5 eV
largest force on an atom = 1.387 eV Å⁻¹
energy = -11418.7783 eV
E_HOMO = -9.523 eV

XYZ file:
```
20
Properties=species:S:1:pos:R:3:forces:R:3:nbo_charge:R:1
N 3.270 1.583 -0.278 0.44 -0.95 0.71 -0.851
C 2.023 1.047 -0.435 -0.35 1.32 -0.25 0.882
O 1.194 1.610 -1.147 0.03 -0.38 -0.03 -0.718
O 1.789 -0.010 0.289 -0.42 -0.60 0.21 -0.745
H 3.976 1.124 0.274 -0.28 -0.06 -0.07 0.390
H 3.549 2.363 -0.813 -0.05 0.59 -0.55 0.396
C -2.058 0.684 -0.947 0.50 -0.16 -0.43 -0.630
C -1.562 0.068 0.345 -0.66 -0.19 0.12 -0.210
N -0.551 -0.964 0.108 0.46 0.44 -0.25 -0.622
C -0.450 -2.003 1.118 -0.49 -0.23 0.06 -0.410
H -2.516 -0.072 -1.591 -0.13 0.02 0.11 0.194
H -2.774 1.483 -0.776 -0.06 -0.01 0.11 0.221
H -1.206 1.094 -1.492 0.00 0.13 0.02 0.251
H -1.130 0.841 0.980 0.04 -0.01 0.11 0.201
H -2.412 -0.383 0.872 0.06 0.08 0.13 0.174
H 0.736 -0.328 0.157 0.92 0.10 -0.02 0.488
H -0.604 -1.324 -0.835 -0.22 -0.19 0.01 0.385
H -0.273 -1.539 2.087 0.08 0.01 0.01 0.207
H 0.370 -2.680 0.895 0.13 0.08 -0.04 0.214
H -1.370 -2.594 1.188 0.00 0.02 0.05 0.183
```
Forces are in eV/Å.



Look up the energy of the first one. -9359.4575 eV



relative energy (zero: lowest compared OMol25 entry of this formula, charge and spin) of number 4 (C4H12N2O2)? 42.3 kJ/mol



What is the relative energy (zero: lowest compared OMol25 entry of this formula, charge and spin) in the third record? 276.2 kJ/mol